*P*
# C10H16O

2 unconnected molecules or ions with the total composition C10H16O (ωB97M-V/def2-TZVPD, the Open Molecules 2025 dataset).

ORCA input file:
```
! RIJCOSX wB97M-V def2-TZVPD def2/J DEFGRID3
* xyz 0 1
C 0.71 2.83 0.55
C 1.02 1.37 0.52
C 0.17 0.59 1.32
C 0.59 -0.74 1.52
C 1.83 -1.06 0.98
O 2.45 -2.27 1.16
C 2.67 -0.31 0.15
C 2.09 0.93 -0.12
H 1.23 3.50 -0.10
H 1.03 3.13 1.61
H -0.41 3.08 0.70
H -0.64 1.12 1.74
H 0.08 -1.64 1.97
H 1.93 -2.92 1.64
H 3.64 -0.60 -0.21
H 2.70 1.41 -0.97
C -2.21 0.48 -1.25
C -2.40 -0.90 -0.75
C -1.31 -1.85 -1.28
H -1.15 0.86 -1.02
H -2.91 1.14 -0.80
H -2.22 0.67 -2.32
H -2.35 -1.01 0.40
H -3.35 -1.22 -1.04
H -1.32 -2.08 -2.43
H -0.29 -1.59 -0.96
H -1.59 -2.92 -0.99
*
```

Properties
- Frontier orbital gap: 9.01 eV
- Structure (SMILES): Cc1ccc(O)cc1.CCC
- HOMO level: -8.15 eV

Here are the natural (NBO) charges for atoms 1 to 5, given in e:
1. C -0.6210
2. C -0.0856
3. C -0.1669
4. C -0.2998
5. C 0.2859

*Q*
# C10H16O

2 unconnected molecules or ions with the total composition C10H16O (ωB97M-V/def2-TZVPD, the Open Molecules 2025 dataset).

ORCA input file:
```
! RIJCOSX wB97M-V def2-TZVPD def2/J DEFGRID3
* xyz 0 1
C 0.51 -2.30 0.84
C 0.20 -0.91 1.16
C 1.21 -0.03 0.82
C 0.90 1.35 0.78
C -0.46 1.58 1.16
O -0.84 2.88 1.16
C -1.42 0.69 1.83
C -0.96 -0.59 1.95
H 0.17 -2.40 -0.18
H 0.03 -3.07 1.45
H 1.54 -2.65 0.72
H 2.09 -0.52 0.38
H 1.43 2.15 0.49
H -0.56 3.39 0.35
H -2.48 1.04 1.98
H -1.48 -1.42 2.37
C 0.70 -1.87 -2.95
C 0.64 -0.29 -2.77
C -0.63 0.11 -2.17
H 1.72 -2.22 -3.41
H -0.10 -2.07 -3.64
H 0.72 -2.42 -2.03
H 1.58 0.07 -2.16
H 0.83 0.16 -3.71
H -1.52 -0.36 -2.71
H -0.61 -0.39 -1.22
H -0.75 1.22 -2.00
*
```

Properties
- Frontier orbital gap: 8.77 eV
- Structure (SMILES): Cc1ccc(O)cc1.CCC
- HOMO level: -7.97 eV

Here are the natural (NBO) charges for atoms 1 to 5, given in e:
1. C -0.6330
2. C -0.0554
3. C -0.1853
4. C -0.2834
5. C 0.3021

*R*
# C10H16O

2 unconnected molecules or ions with the total composition C10H16O (ωB97M-V/def2-TZVPD, the Open Molecules 2025 dataset).

ORCA input file:
```
! RIJCOSX wB97M-V def2-TZVPD def2/J DEFGRID3
* xyz 0 1
C 1.79 -0.40 2.99
C 1.12 -1.22 1.93
C 1.54 -1.10 0.61
C 0.80 -1.57 -0.46
C -0.40 -2.21 -0.16
O -1.14 -2.78 -1.20
C -0.71 -2.55 1.14
C 0.05 -2.04 2.20
H 2.88 -0.44 2.97
H 1.44 -0.67 3.99
H 1.49 0.65 2.89
H 2.50 -0.65 0.41
H 1.08 -1.30 -1.46
H -1.75 -2.11 -1.55
H -1.57 -3.19 1.30
H -0.33 -2.31 3.18
C -1.96 1.75 -1.78
C -0.58 1.88 -1.17
C 0.25 2.88 -1.99
H -2.36 2.69 -2.15
H -2.63 1.36 -1.01
H -2.10 0.98 -2.54
H -0.59 2.16 -0.11
H -0.14 0.89 -1.29
H -0.40 3.71 -2.29
H 1.19 3.19 -1.53
H 0.53 2.39 -2.93
*
```

Properties
- Frontier orbital gap: 9.65 eV
- Structure (SMILES): Cc1ccc(O)cc1.CCC
- HOMO level: -8.84 eV

Here are the natural (NBO) charges for atoms 1 to 5, given in e:
1. C -0.6245
2. C -0.0333
3. C -0.1947
4. C -0.2485
5. C 0.2630

*S*
# C10H16O

2 unconnected molecules or ions with the total composition C10H16O (ωB97M-V/def2-TZVPD, the Open Molecules 2025 dataset).

ORCA input file:
```
! RIJCOSX wB97M-V def2-TZVPD def2/J DEFGRID3
* xyz 0 1
C 2.09 -3.52 -0.05
C 2.44 -2.04 0.15
C 1.18 -1.22 0.05
C 0.72 -0.76 -1.18
C -0.56 -0.24 -1.29
C -1.30 -0.10 -0.12
O -2.59 0.35 -0.42
C -0.83 -0.40 1.13
C 0.38 -1.09 1.19
H 1.87 -3.72 -1.09
H 1.22 -3.74 0.56
H 2.89 -4.21 0.22
H 2.92 -1.86 1.12
H 3.30 -1.76 -0.46
H 1.44 -0.79 -1.99
H -0.93 0.25 -2.18
H -3.21 -0.18 0.10
H -1.34 -0.22 2.07
H 0.88 -1.43 2.08
C -1.01 2.91 -0.60
C -1.66 3.76 0.52
H -1.85 2.41 -1.06
H -0.33 3.42 -1.26
H -0.34 2.25 -0.08
H -1.39 4.82 0.47
H -1.29 3.42 1.49
H -2.73 3.68 0.64
*
```

Properties
- Frontier orbital gap: 9.42 eV
- Structure (SMILES): CCc1ccc(O)cc1.CC
- HOMO level: -8.56 eV

Here are the natural (NBO) charges for atoms 1 to 5, given in e:
1. C -0.5961
2. C -0.4262
3. C -0.0422
4. C -0.1847
5. C -0.2536

Quick one: most stable of them? *R*

*P*
# C10H16O

2 unconnected molecules or ions with the total composition C10H16O (ωB97M-V/def2-TZVPD, the Open Molecules 2025 dataset).

ORCA input file:
```
! RIJCOSX wB97M-V def2-TZVPD def2/J DEFGRID3
* xyz 0 1
C -0.94 0.17 -3.44
C -0.22 0.83 -2.18
C -1.14 0.62 -1.10
C -0.73 1.41 0.05
C 0.40 2.24 0.04
O 0.62 3.12 1.16
C 1.23 2.30 -1.07
C 0.95 1.47 -2.13
H -1.75 0.83 -3.73
H -1.22 -0.88 -3.20
H -0.27 0.02 -4.32
H -2.14 0.05 -1.25
H -1.42 1.53 0.86
H 0.92 3.97 1.05
H 2.00 3.04 -1.12
H 1.48 1.66 -3.05
C 1.01 -1.07 2.49
C -0.02 -2.19 2.78
C -0.51 -2.92 1.38
H 1.77 -1.41 1.74
H 1.57 -0.68 3.29
H 0.68 -0.28 1.79
H 0.67 -2.80 3.40
H -0.89 -1.81 3.40
H 0.31 -3.06 0.66
H -1.10 -3.84 1.67
H -1.25 -2.33 0.83
*
```

Properties
- Frontier orbital gap: 9.55 eV
- Structure (SMILES): Cc1ccc(O)cc1.CCC
- HOMO level: -8.68 eV

Here are the natural (NBO) charges for atoms 1 to 5, given in e:
1. C -0.6343
2. C -0.0011
3. C -0.2087
4. C -0.2452
5. C 0.2725

*Q*
# C10H16O

2 unconnected molecules or ions with the total composition C10H16O (ωB97M-V/def2-TZVPD, the Open Molecules 2025 dataset).

ORCA input file:
```
! RIJCOSX wB97M-V def2-TZVPD def2/J DEFGRID3
* xyz 0 1
C 1.30 3.19 2.28
C 0.47 1.90 2.49
C 0.52 1.18 1.15
C -0.56 1.33 0.29
C -0.69 0.62 -0.90
C 0.36 -0.26 -1.18
O 0.47 -0.69 -2.47
C 1.42 -0.50 -0.28
C 1.59 0.29 0.83
H 0.75 3.85 1.61
H 2.31 3.00 1.98
H 1.23 3.71 3.23
H 0.70 1.37 3.39
H -0.59 2.07 2.75
H -1.35 2.03 0.58
H -1.45 0.61 -1.65
H 0.04 -1.52 -2.74
H 2.34 -0.94 -0.67
H 2.36 0.30 1.61
C -2.50 -2.98 -0.51
C -1.56 -3.26 -1.62
H -3.34 -2.44 -0.89
H -2.91 -3.84 0.04
H -2.13 -2.25 0.23
H -1.24 -2.20 -1.89
H -2.03 -3.90 -2.42
H -0.60 -3.72 -1.29
*
```

Properties
- Frontier orbital gap: 9.46 eV
- Structure (SMILES): CCc1ccc(O)cc1.CC
- HOMO level: -8.50 eV

Here are the natural (NBO) charges for atoms 1 to 5, given in e:
1. C -0.6004
2. C -0.4272
3. C -0.0087
4. C -0.2170
5. C -0.2456

*R*
# C10H16O

2 unconnected molecules or ions with the total composition C10H16O (ωB97M-V/def2-TZVPD, the Open Molecules 2025 dataset).

ORCA input file:
```
! RIJCOSX wB97M-V def2-TZVPD def2/J DEFGRID3
* xyz 0 1
C 2.36 1.13 -1.27
C 0.92 1.18 -0.73
C 0.55 0.11 0.27
C -0.27 -0.95 -0.11
C -0.56 -1.95 0.80
C -0.23 -1.84 2.15
O -0.47 -2.84 3.04
C 0.52 -0.74 2.54
C 0.91 0.20 1.60
H 2.46 0.58 -2.20
H 3.11 1.03 -0.48
H 2.57 2.10 -1.75
H 0.83 2.10 -0.15
H 0.33 1.16 -1.61
H -0.64 -1.05 -1.12
H -1.03 -2.85 0.46
H -1.06 -3.51 2.66
H 0.82 -0.67 3.58
H 1.54 1.01 1.96
C -2.33 2.19 -2.79
C -1.14 2.26 -3.77
H -2.25 2.83 -1.91
H -3.23 2.45 -3.33
H -2.48 1.19 -2.37
H -1.24 3.24 -4.20
H -1.31 1.44 -4.45
H -0.22 2.17 -3.20
*
```

Properties
- Frontier orbital gap: 9.22 eV
- Structure (SMILES): CCc1ccc(O)cc1.CC
- HOMO level: -8.37 eV

Here are the natural (NBO) charges for atoms 1 to 5, given in e:
1. C -0.6122
2. C -0.4200
3. C -0.0593
4. C -0.1811
5. C -0.2873

Quick one: most stable of them? *R*

*P*
# C10H16O

2 unconnected molecules or ions with the total composition C10H16O (ωB97M-V/def2-TZVPD, the Open Molecules 2025 dataset).

ORCA input file:
```
! RIJCOSX wB97M-V def2-TZVPD def2/J DEFGRID3
* xyz 0 1
C -1.56 0.72 -2.90
C -0.85 1.09 -1.59
C -0.09 -0.17 -1.19
C -0.81 -0.91 -0.25
C -0.23 -1.98 0.39
C 1.00 -2.39 -0.07
O 1.77 -3.50 0.20
C 1.76 -1.72 -1.06
C 1.10 -0.61 -1.63
H -2.22 -0.13 -2.77
H -0.85 0.41 -3.58
H -1.83 1.69 -3.49
H -0.13 1.92 -1.73
H -1.59 1.52 -0.90
H -1.86 -0.69 -0.01
H -0.66 -2.42 1.25
H 1.20 -4.23 0.41
H 2.76 -2.02 -1.37
H 1.78 -0.01 -2.28
C 0.38 1.02 3.12
C -0.09 2.31 2.57
H -0.33 0.22 3.17
H 1.28 0.76 2.57
H 0.66 1.04 4.18
H -1.19 2.34 2.08
H -0.06 3.18 3.21
H 0.67 2.58 1.69
*
```

Properties
- Frontier orbital gap: 9.12 eV
- Structure (SMILES): CCc1ccc(O)cc1.CC
- HOMO level: -8.27 eV

Here are the natural (NBO) charges for atoms 1 to 5, given in e:
1. C -0.6070
2. C -0.4090
3. C -0.0721
4. C -0.1631
5. C -0.3081

*Q*
# C10H16O

2 unconnected molecules or ions with the total composition C10H16O (ωB97M-V/def2-TZVPD, the Open Molecules 2025 dataset).

ORCA input file:
```
! RIJCOSX wB97M-V def2-TZVPD def2/J DEFGRID3
* xyz 0 1
C -2.33 -1.52 1.20
C -0.91 -1.59 0.71
C -0.60 -1.75 -0.63
C 0.72 -1.80 -1.09
C 1.72 -1.47 -0.21
O 3.02 -1.63 -0.66
C 1.48 -1.14 1.12
C 0.16 -1.29 1.55
H -2.36 -1.32 2.26
H -2.88 -2.43 0.98
H -2.84 -0.72 0.65
H -1.37 -1.90 -1.38
H 0.90 -2.09 -2.12
H 3.59 -0.97 -0.19
H 2.27 -1.12 1.85
H -0.01 -1.15 2.61
C -0.72 1.95 -1.67
C 0.46 2.49 -0.85
C 0.32 2.21 0.63
H -1.64 2.18 -1.10
H -0.84 2.50 -2.60
H -0.74 0.87 -1.82
H 1.37 2.05 -1.25
H 0.53 3.56 -1.03
H -0.66 2.50 1.03
H 0.16 1.13 0.80
H 1.20 2.45 1.22
*
```

Properties
- Frontier orbital gap: 9.42 eV
- Structure (SMILES): Cc1ccc(O)cc1.CCC
- HOMO level: -8.57 eV

Here are the natural (NBO) charges for atoms 1 to 5, given in e:
1. C -0.6213
2. C -0.0640
3. C -0.1768
4. C -0.2710
5. C 0.2995

*R*
# C10H16O

2 unconnected molecules or ions with the total composition C10H16O (ωB97M-V/def2-TZVPD, the Open Molecules 2025 dataset).

ORCA input file:
```
! RIJCOSX wB97M-V def2-TZVPD def2/J DEFGRID3
* xyz 0 1
C -0.37 -2.75 -0.06
C -0.91 -1.42 0.32
C -0.13 -0.39 0.91
C -0.79 0.65 1.53
C -2.18 0.65 1.65
O -2.77 1.64 2.44
C -2.99 -0.39 1.17
C -2.30 -1.42 0.52
H 0.73 -2.92 0.14
H -0.47 -2.78 -1.14
H -0.82 -3.64 0.40
H 0.93 -0.47 0.83
H -0.33 1.46 2.10
H -2.37 2.42 2.04
H -4.06 -0.33 1.09
H -2.77 -2.39 0.25
C 1.41 0.06 -1.74
C 2.61 0.99 -1.41
C 2.13 2.24 -0.70
H 1.02 0.31 -2.71
H 0.39 0.27 -1.22
H 1.58 -1.03 -1.56
H 3.53 0.46 -1.15
H 3.10 1.08 -2.40
H 2.73 2.28 0.20
H 2.00 3.21 -1.19
H 1.10 2.22 -0.31
*
```

Properties
- Frontier orbital gap: 9.27 eV
- Structure (SMILES): Cc1ccc(O)cc1.CCC
- HOMO level: -8.48 eV

Here are the natural (NBO) charges for atoms 1 to 5, given in e:
1. C -0.6419
2. C -0.0508
3. C -0.1831
4. C -0.2853
5. C 0.2834

*S*
# C10H16O

2 unconnected molecules or ions with the total composition C10H16O (ωB97M-V/def2-TZVPD, the Open Molecules 2025 dataset).

ORCA input file:
```
! RIJCOSX wB97M-V def2-TZVPD def2/J DEFGRID3
* xyz 0 1
C 1.35 -0.98 -0.83
C 1.85 0.11 0.00
C 0.89 0.54 1.03
C 0.50 -0.49 1.96
C -0.49 -0.24 2.90
C -0.76 1.18 3.10
O -1.56 1.51 4.13
C -0.46 2.16 2.22
C 0.40 1.80 1.16
H 0.40 -0.61 -1.30
H 1.40 -1.93 -0.13
H 2.04 -1.17 -1.58
H 2.90 -0.06 0.30
H 2.22 0.87 -0.71
H 0.63 -1.60 1.81
H -1.02 -0.98 3.46
H -1.24 0.77 4.94
H -0.69 3.17 2.28
H 0.76 2.51 0.49
C -1.32 -1.49 -3.05
C -0.93 -0.15 -3.33
H -2.29 -1.61 -2.75
H -1.38 -2.40 -3.79
H -0.83 -1.86 -2.19
H -1.34 0.59 -2.74
H 0.02 0.11 -3.04
H -1.05 0.25 -4.34
*
```

Properties
- Frontier orbital gap: 9.01 eV
- Structure (SMILES): CCc1ccc(O)cc1.CC
- HOMO level: -8.33 eV

Here are the natural (NBO) charges for atoms 1 to 5, given in e:
1. C -0.5896
2. C -0.4341
3. C -0.0766
4. C -0.1805
5. C -0.2770

Quick one: most stable of them? *Q*

*P*
# C4H9N2S

2 unconnected molecules or ions with the total composition C4H9N2S (ωB97M-V/def2-TZVPD, the Open Molecules 2025 dataset).

ORCA input file:
```
! RIJCOSX wB97M-V def2-TZVPD def2/J DEFGRID3
* xyz 1 1
C 0.00 0.74 -0.83
C -2.15 1.38 -1.22
C 2.11 -2.37 1.51
C -1.38 2.52 -0.93
N -1.34 0.35 -1.18
N -0.17 2.11 -0.73
S 0.45 -1.47 1.74
H 0.67 0.36 -1.57
H 0.58 0.26 0.12
H -3.20 1.30 -1.26
H 2.64 -1.45 1.22
H 1.91 -3.04 0.64
H 2.64 -2.96 2.30
H 0.70 -0.62 2.66
H -1.70 3.53 -1.24
H -1.75 -0.65 -1.23
*
```

Properties
- Frontier orbital gap: 7.02 eV
- HOMO level: -12.79 eV

Here are the natural (NBO) charges for atoms 1 to 5, given in e:
1. C -0.1901
2. C 0.1609
3. C -0.6912
4. C -0.0188
5. N -0.4128

*Q*
# C4H9N2S

A gas-phase ion, C4H9N2S (charge +1) (ωB97M-V/def2-TZVPD, the Open Molecules 2025 dataset).

ORCA input file:
```
! RIJCOSX wB97M-V def2-TZVPD def2/J DEFGRID3
* xyz 1 1
C -2.38 0.07 0.08
C -0.17 1.40 0.36
C -0.16 -0.95 0.25
C 1.94 0.18 -0.34
N -1.60 -0.97 -0.06
N 0.42 0.27 -0.39
S -3.88 0.23 -0.15
H -0.26 2.40 -0.15
H 0.34 1.34 1.34
H 0.08 -0.78 1.31
H 0.51 -1.83 -0.01
H 2.24 -0.63 0.42
H 2.28 -0.29 -1.27
H 2.47 1.20 -0.29
H -1.92 -1.88 0.24
H 0.09 0.23 -1.33
*
```

Properties
- Frontier orbital gap (spin up / spin down): 7.38 / 8.34 eV
- HOMO level (spin up / spin down): -12.07 / -12.97 eV

Here are the natural (NBO) charges for atoms 1 to 5, given in e:
1. C 0.0171
2. C -0.3047
3. C -0.0412
4. C -0.4522
5. N -0.6429

Quick one: most stable of them? *P*